C33H31AsBrIN5O7STi | wB97M-V/def2-TZVPD

Output
- Kohn-Sham gap: 5.70 eV
- Largest force on an atom: 0.29 eV/A
- Net charge: -1
- Relative energy (zero: lowest compared OMol25 entry of this formula, charge and spin): 0.0 kcal/mol

Last column: Mulliken charge in e.
Geometry (Å):
Ti: 0.23140 -0.78910 0.86248  -0.215
Br: -6.74195 0.54562 3.22721  -0.237
C: -4.87381 0.46300 2.88431  -0.239
C: -3.97111 0.54351 3.95468  -0.766
C: -2.62194 0.47453 3.72638  -0.691
C: -2.12050 0.29549 2.41772  -0.047
O: -0.84048 0.24112 2.20842  0.447
C: -3.03923 0.28898 1.34738  0.610
C: -2.58611 0.40338 -0.00443  -0.735
N: -1.38152 0.26568 -0.44138  1.510
C: -1.21086 0.66160 -1.79613  -0.925
C: -1.58673 -0.14282 -2.83455  -0.055
C: -1.32529 0.22619 -4.17296  -0.871
C: -0.69724 1.40155 -4.45757  -1.022
C: -0.35393 2.28946 -3.40812  1.673
C: 0.25407 3.54409 -3.63726  -0.916
C: 0.51807 4.36485 -2.58153  -0.722
C: 0.16452 3.92915 -1.28491  -0.336
N: -0.38102 2.77163 -1.02575  -0.272
C: -0.63478 1.93920 -2.06828  -0.447
C: -4.42182 0.37250 1.59858  -0.667
H: -4.33450 0.67643 4.96491  0.477
H: -1.92948 0.57391 4.55336  0.240
H: -3.35134 0.71142 -0.72249  0.409
H: -2.05072 -1.09589 -2.61714  0.509
H: -1.61053 -0.44870 -4.97009  0.418
H: -0.47023 1.68137 -5.47953  0.425
H: 0.49517 3.83780 -4.65260  0.432
H: 0.97749 5.33469 -2.71785  0.411
H: 0.34565 4.57814 -0.43254  0.428
H: -5.11714 0.36934 0.76783  0.530
C: -0.50790 -4.18446 -2.50198  -1.215
C: -0.56740 -3.28013 -1.42993  -0.404
N: 0.12981 -2.16636 -1.38930  1.090
C: 0.95097 -1.89128 -2.41931  -0.457
C: 1.07314 -2.72387 -3.53996  1.325
C: 0.31037 -3.90328 -3.56067  -1.021
C: 1.94727 -2.35540 -4.61670  -1.024
C: 2.66189 -1.21464 -4.56326  -1.087
C: 2.56851 -0.34282 -3.42739  1.491
C: 3.30482 0.84806 -3.33371  -0.975
C: 3.17282 1.62393 -2.21488  -1.275
C: 2.29717 1.20898 -1.20254  -0.687
N: 1.58117 0.10747 -1.26974  1.251
C: 1.71919 -0.67018 -2.35921  -0.386
H: -1.10371 -5.08588 -2.46758  0.477
H: -1.20099 -3.47914 -0.57806  0.353
H: 0.38548 -4.57359 -4.40914  0.435
H: 2.02068 -3.01823 -5.47068  0.421
H: 3.32530 -0.93524 -5.37315  0.416
H: 3.96964 1.13092 -4.14181  0.431
H: 3.72623 2.54540 -2.09564  0.501
H: 2.16710 1.78898 -0.30105  0.477
C: 0.46404 3.03676 2.85882  -0.859
As: 1.55941 1.46951 2.84750  1.171
C: 3.39354 2.02556 2.84701  -1.226
C: 1.29508 0.54255 4.48411  -0.810
O: 1.40478 0.71239 1.33571  0.572
H: 0.48879 3.47971 3.85600  0.429
H: -0.55615 2.73686 2.63579  0.058
H: 0.82734 3.72806 2.09879  0.242
H: 3.62415 2.54376 3.77686  0.441
H: 3.57522 2.68333 1.99830  0.360
H: 3.99006 1.11876 2.75313  0.305
H: 1.37316 1.34290 5.22401  0.436
H: 2.03569 -0.24015 4.61412  0.323
H: 0.29043 0.14048 4.50833  0.027
O: 3.39995 -1.41306 2.46023  -0.756
S: 2.25211 -2.16857 2.01855  0.950
O: 0.96406 -1.60267 2.60921  -0.367
O: 1.91058 -1.86668 0.55223  0.012
O: 2.33026 -3.59486 2.22580  -0.830
N: -0.70729 -4.20658 1.84412  -0.463
C: -1.51346 -3.06792 1.85592  0.621
O: -1.05863 -2.09952 1.04262  0.061
C: -2.69651 -2.98867 2.48135  -1.389
I: -0.88288 2.74822 6.59177  -0.814
H: 0.29070 -4.01428 1.88242  0.277
H: -0.96606 -4.86211 2.56648  0.278
H: -3.02334 -3.79591 3.12165  0.211
H: -3.33075 -2.12526 2.36670  0.248

=====

C20H43MoN2OP3 | wB97M-V/def2-TZVPD

Output
- Kohn-Sham gap (alpha / beta): 3.47 / 4.66 eV
- 2S+1: 3
- Largest force on an atom: 4.11 eV/A
- Net charge: +4

Last column: Mulliken charge in e.
Geometry (Å):
Mo: -0.10083 -0.29063 -0.71303  -0.544
P: 0.32985 -2.47382 -1.48575  1.267
P: 2.12570 0.54045 -0.42019  1.420
P: -2.28446 0.55439 -0.63294  1.611
H: 2.59056 3.84368 -2.62794  0.436
C: 1.52584 3.91191 -2.89488  -0.541
C: 0.61250 4.49269 -2.09423  -0.549
H: 0.88392 4.98966 -1.14950  0.376
C: 1.15184 -2.58199 -3.10282  -1.184
C: 1.21550 -3.71607 -0.49213  -1.449
C: -1.33849 -3.16052 -1.72987  -1.089
C: 2.57061 2.24391 0.00604  -0.919
C: 2.99707 -0.52770 0.78390  -0.982
C: 3.05428 0.36692 -1.99186  -1.343
C: -2.27132 2.32069 -0.19966  -1.191
C: -3.48134 -0.18962 0.54021  -1.474
C: -3.16246 0.46163 -2.21058  -0.963
H: 1.22604 3.45974 -3.84980  0.148
H: -0.43969 4.59217 -2.41277  0.327
H: 0.38572 -2.78324 -3.86138  0.377
H: 1.90990 -3.37761 -3.08640  0.534
H: 1.62171 -1.62228 -3.33882  0.295
H: 1.03206 -4.70253 -0.94245  0.537
H: 0.86539 -3.72185 0.54960  0.318
H: 2.29183 -3.50098 -0.50660  0.461
H: -1.26163 -4.25491 -1.79967  0.548
H: -1.74786 -2.74767 -2.66335  0.312
H: -2.00116 -2.89766 -0.89336  0.232
H: 3.66409 2.32068 0.06799  0.516
H: 2.13895 2.50961 0.97799  0.462
H: 2.17968 2.94133 -0.74985  -0.085
H: 4.05125 -0.22686 0.82565  0.480
H: 2.92607 -1.58872 0.50814  0.149
H: 2.54677 -0.39804 1.77728  0.231
H: 4.06636 0.77334 -1.86680  0.472
H: 2.54017 0.93382 -2.77822  0.390
H: 3.12689 -0.68206 -2.29568  0.461
H: -3.05954 2.83025 -0.76939  0.462
H: -1.29706 2.75803 -0.44786  0.270
H: -2.45798 2.44050 0.87617  0.415
H: -4.49329 0.07639 0.20711  0.522
H: -3.31436 0.20224 1.55505  0.429
H: -3.39535 -1.28387 0.56317  0.389
H: -3.27871 1.47584 -2.61517  0.493
H: -4.14372 -0.01683 -2.08632  0.510
H: -2.56315 -0.10890 -2.94340  -0.047
C: -0.71248 0.12254 -4.89882  0.572
C: 0.12005 -0.28924 -6.00430  -0.439
C: 0.69773 0.65480 -6.84260  -0.593
C: 0.36526 2.01265 -6.74350  -0.344
C: -0.52443 2.42820 -5.73562  -0.608
C: -1.09895 1.51795 -4.87085  -0.061
O: -1.05728 -0.69925 -3.97961  -0.667
H: 0.46204 0.56577 0.61529  0.242
H: 0.34926 -1.34769 -6.09930  0.494
H: 1.40620 0.30977 -7.59407  0.463
H: 0.79314 2.75482 -7.42352  0.454
H: -0.78102 3.48392 -5.63242  0.502
H: -1.77647 1.84517 -4.08417  0.153
C: -0.22850 -0.46437 4.05355  -0.691
N: -0.71534 -1.65584 3.34038  0.013
C: -1.23579 -2.77817 4.13408  -0.709
C: -0.68659 -1.70601 2.04978  0.304
N: -0.49191 -1.27805 0.95078  -0.479
H: -0.38058 -0.63856 5.12373  0.329
H: -0.79138 0.42918 3.74290  0.326
H: 0.84146 -0.29687 3.85563  0.272
H: -2.30694 -2.92518 3.93735  0.357
H: -0.69026 -3.69989 3.89318  0.354
H: -1.09562 -2.53099 5.18830  0.270

=====

C10H5Cl3N3S2Ti | wB97M-V/def2-TZVPD

Output
- Kohn-Sham gap (alpha / beta): 3.65 / 3.49 eV
- 2S+1: 2
- Largest force on an atom: 3.33 eV/A
- Net charge: -2
- Relative energy (zero: lowest compared OMol25 entry of this formula, charge and spin): 144.9 kcal/mol

Last column: Mulliken charge in e.
Geometry (Å):
Ti: 0.05701 0.35872 0.00872  -0.200
Cl: -2.20788 -0.49738 -0.66476  -0.188
C: -3.40277 0.34753 0.26668  0.899
C: -4.69027 -0.18166 0.35697  -0.832
C: -5.66540 0.51736 1.04673  -0.273
C: -5.37099 1.75541 1.60450  -0.699
C: -4.07616 2.26113 1.50408  0.240
Cl: -3.74040 3.80315 2.21368  -0.242
C: -3.03208 1.56231 0.88213  -0.004
S: -1.41746 2.14785 0.89107  -0.327
H: -4.89846 -1.13171 -0.11368  0.365
H: -6.65981 0.10579 1.15806  0.313
H: -6.12692 2.32158 2.12741  0.361
S: 1.01177 -2.23973 2.13538  -0.538
C: 0.34301 -1.09639 1.23328  0.095
N: 0.46753 2.83665 -5.42196  -0.631
C: 0.24731 2.08379 -4.56704  0.508
N: -0.15077 1.20192 -3.73420  -0.608
C: 0.29310 0.61261 -2.71753  0.843
N: 0.59785 -0.13579 -1.86112  -0.631
Cl: 1.58317 2.68250 -0.54991  -0.276
C: 1.82587 1.28959 0.55863  -0.771
H: 1.89801 1.72772 1.56610  0.292
H: 2.80875 0.87739 0.28988  0.304

=====

C3H8O2 | wB97M-V/def2-TZVPD

Output
- SMILES: C[C@@H](O)CO
- Kohn-Sham gap: 10.93 eV
- Largest force on an atom: 0.36 eV/A
- Net charge: 0
- Relative energy (zero: lowest compared OMol25 entry of this formula, charge and spin): 15.9 kcal/mol

Last column: Mulliken charge in e.
Geometry (Å):
C: 1.56243 0.50801 -0.00903  -1.172
C: 0.08824 0.38492 -0.36660  0.433
O: -0.03208 -0.36468 -1.56080  -0.567
C: -0.72490 -0.29657 0.72464  -0.615
O: -2.05860 -0.43246 0.24378  -0.521
H: 1.89890 -0.32259 0.62292  0.308
H: 1.75928 1.45241 0.51483  0.324
H: 2.15065 0.48657 -0.93126  0.325
H: -0.33009 1.39301 -0.51681  0.215
H: -0.98698 -0.47687 -1.68766  0.342
H: -0.27473 -1.27771 0.93199  0.361
H: -0.71415 0.28937 1.65534  0.252
H: -2.33798 -1.34341 0.37866  0.313

=====

E readings, ordered: -8432.084058; -2063.144289; -3574.733496; -269.569532 Eh